Density functional theory data (ωB97M-V with the def2-TZVPD basis set) for a 2-piece molecular cluster, C5H9N6 overall.

The geometry in XYZ format:
```
20
Properties=species:S:1:pos:R:3:forces:R:3
C 3.4295 -1.0660 0.1266 -1.557 2.373 -0.870
C 2.0429 -0.7161 0.0270 -4.774 -2.825 0.716
C 1.9758 0.6781 -0.1292 -1.822 -1.924 0.962
C -0.2817 0.7794 0.1338 0.282 1.816 0.176
C 0.4858 -1.4529 0.1150 5.773 5.268 -0.858
N 4.0682 0.0838 -0.0942 2.107 -2.202 0.416
N 0.8491 1.3940 0.1130 -0.632 0.267 -0.724
N 3.2399 1.0601 -0.2025 0.410 3.325 -0.813
N -0.4888 -0.5452 -0.0033 0.949 -5.239 0.601
N -3.7999 0.8320 -0.0462 3.967 1.104 2.245
N -1.7866 -0.9141 -0.1077 -3.212 0.119 0.455
H 3.9818 -1.9516 0.2813 0.180 -0.787 0.047
H -1.2830 1.1776 0.3075 0.997 1.142 -0.028
H 0.4435 -2.4997 0.1104 -0.836 -1.144 0.040
H 3.6157 1.9805 -0.4952 -0.502 -0.836 0.572
H -3.1237 1.6224 0.1669 -1.883 -0.897 -0.720
H -4.1048 0.8167 -0.9588 -0.791 0.177 -2.305
H -2.6321 -0.1850 0.2706 1.478 -1.486 -1.511
H -4.5039 0.8134 0.6178 -1.799 0.212 1.279
H -2.1277 -1.9077 -0.2326 1.663 1.538 0.318
```
Forces are in eV/Å.

Properties
DFT total energy (Ha): -524.0877
Orbital gap (alpha / beta) (eV): 8.60 / 8.60
Charge: +1
E_HOMO (alpha / beta) (eV): -13.25 / -13.25